100
Properties=species:S:1:pos:R:3 method="wB97M-V/def2-TZVPD" e_tot_ha=-2967.61366 fmax_ev_per_a=2.07 molar_mass_g_mol=780.68 lumo_energy_ev=3.9 multiplicity=1 total_charge=-2 homo_energy_ev=-5.074
C 0.981 6.516 -23.463
O 1.409 7.687 -23.856
O -0.138 6.457 -22.832
O 1.636 5.466 -23.819
C 0.995 11.344 -24.357
O 0.844 12.530 -24.650
N 1.870 10.501 -24.986
N 0.250 10.775 -23.364
H 1.772 9.547 -24.661
H 2.219 10.623 -25.915
H 0.364 9.879 -22.926
H -0.280 11.447 -22.839
C 3.812 5.720 -19.357
O 3.660 4.672 -18.756
N 3.333 6.002 -20.600
N 4.496 6.776 -18.798
H 2.975 5.232 -21.142
H 3.120 6.951 -20.853
H 5.050 7.433 -19.318
H 4.801 6.648 -17.850
C 3.042 7.468 -27.156
O 3.722 7.826 -28.103
N 3.182 6.261 -26.506
N 1.838 8.047 -26.801
H 2.590 6.022 -25.715
H 4.003 5.690 -26.654
H 1.516 7.825 -25.869
H 1.602 8.863 -27.334
C -3.999 5.598 -21.367
O -4.274 4.841 -22.291
N -4.933 6.002 -20.449
N -2.814 6.288 -21.331
H -5.828 5.568 -20.565
H -4.730 6.714 -19.777
H -2.098 6.034 -21.992
H -2.610 6.876 -20.545
C -2.259 8.206 -25.270
O -3.180 8.472 -26.033
N -0.945 8.305 -25.592
N -2.445 7.679 -24.010
H -0.642 8.634 -26.487
H -0.271 7.888 -24.973
H -1.584 7.641 -23.482
H -3.370 7.681 -23.628
C 2.097 1.973 -26.708
O 2.586 1.453 -27.706
N 1.857 3.313 -26.606
N 1.738 1.233 -25.612
H 2.181 3.821 -27.411
H 1.594 3.806 -25.771
H 2.097 0.309 -25.485
H 1.302 1.714 -24.846
C -0.765 4.226 -20.077
O -0.870 3.384 -19.192
N -0.987 3.955 -21.402
N -0.259 5.479 -19.864
H -0.583 4.637 -22.030
H -1.352 3.083 -21.719
H 0.169 5.662 -18.976
H -0.114 6.108 -20.638
C 0.996 8.880 -20.088
O 1.035 9.262 -18.929
N 2.054 8.855 -20.955
N -0.177 8.523 -20.716
H 2.969 9.008 -20.573
H 1.901 8.512 -21.896
H -0.070 8.055 -21.613
H -1.083 8.750 -20.361
C 5.267 8.165 -23.609
O 6.210 8.837 -23.188
N 5.383 7.291 -24.642
N 4.031 8.115 -23.019
H 4.558 6.774 -24.876
H 6.213 7.291 -25.201
H 3.822 8.944 -22.492
H 3.248 7.667 -23.511
C -1.510 4.100 -25.808
O -1.776 3.006 -26.279
N -0.533 4.903 -26.346
N -2.207 4.713 -24.790
H 0.022 4.650 -27.138
H -0.243 5.748 -25.881
H -2.673 4.024 -24.224
H -1.906 5.594 -24.410
C 5.675 3.696 -25.573
O 5.401 3.682 -26.762
N 4.845 4.305 -24.659
N 6.779 3.120 -25.020
H 3.971 4.667 -24.983
H 4.985 3.932 -23.741
H 7.436 2.693 -25.650
H 6.924 2.818 -24.075
C 2.292 2.390 -22.505
O 2.484 1.234 -22.144
N 1.109 2.847 -23.014
N 3.175 3.412 -22.312
H 0.314 2.268 -23.189
H 1.169 3.838 -23.261
H 2.940 4.321 -22.689
H 4.066 3.283 -21.874